{"formula": "C44H48B4F6O9P", "method": "ωB97M-V/def2-TZVPD", "symbols": ["C", "C", "O", "P", "O", "C", "C", "B", "O", "B", "B", "C", "O", "O", "B", "C", "O", "O", "O", "O", "C", "C", "H", "H", "H", "H", "H", "H", "H", "H", "H", "H", "H", "H", "H", "H", "H", "H", "H", "H", "F", "C", "C", "C", "C", "C", "C", "H", "H", "H", "H", "H", "F", "C", "C", "C", "C", "C", "C", "H", "H", "H", "H", "H", "F", "C", "C", "C", "C", "C", "C", "H", "H", "H", "H", "H", "F", "C", "C", "C", "C", "C", "C", "H", "H", "H", "H", "H", "F", "C", "C", "C", "C", "C", "C", "H", "H", "H", "H", "H", "F", "C", "C", "C", "C", "C", "C", "H", "H", "H", "H", "H"], "positions_angstrom": [[1.0703, -5.0289, -1.1671], [1.0459, -3.6249, -1.7549], [2.3772, -3.3169, -2.2043], [2.7878, -1.8108, -2.5857], [3.0904, -1.6538, -4.0162], [1.5416, -0.6761, -2.0055], [0.4238, -0.3618, -3.0329], [-0.8640, -0.0544, -2.1940], [-2.1464, -0.4884, -2.5729], [-2.5607, -1.4094, -1.6153], [-2.8961, -3.0599, -2.0037], [-2.9995, -4.1730, -0.9042], [-3.0230, -3.4260, -3.3430], [-2.5634, -0.9522, -0.3029], [-1.3098, -0.3898, -0.0119], [-0.4624, -0.9408, 1.2391], [-1.1193, -1.4346, 2.1783], [0.7736, -0.8895, 1.1240], [-0.7769, 0.5147, -0.9327], [4.0842, -1.5535, -1.6972], [3.8555, -1.4200, -0.2681], [5.0810, -1.9533, 0.4619], [0.0844, -5.4823, -1.1948], [1.8120, -5.6370, -1.6763], [1.3855, -4.9655, -0.1263], [0.7197, -2.9379, -0.9782], [0.3751, -3.6109, -2.6151], [2.0711, 0.2484, -1.8051], [1.1425, -0.9668, -1.0358], [0.7238, 0.4548, -3.6783], [0.2007, -1.2457, -3.6301], [-2.2190, -4.0276, -0.1547], [-3.9690, -4.1583, -0.4085], [-2.8239, -5.1472, -1.3626], [-3.9303, -3.4285, -3.6581], [3.7041, -0.3711, -0.0320], [2.9866, -1.9888, 0.0516], [5.7719, -1.1635, 0.7406], [5.5539, -2.6958, -0.1710], [4.7562, -2.4528, 1.3732], [-6.2661, 0.2851, 2.4881], [-5.1567, 0.8064, 3.0637], [-5.3094, 1.6073, 4.1793], [-4.1719, 2.1308, 4.7762], [-2.9191, 1.8635, 4.2414], [-2.7942, 1.0610, 3.1182], [-3.9221, 0.5136, 2.5233], [-6.2989, 1.8078, 4.5690], [-4.2642, 2.7490, 5.6600], [-2.0367, 2.2776, 4.7105], [-1.8170, 0.8412, 2.7138], [-3.8400, -0.1343, 1.6608], [2.4641, 2.3975, -2.1235], [3.4122, 3.0038, -1.3867], [3.0287, 3.9028, -0.4129], [4.0138, 4.5166, 0.3459], [5.3534, 4.2305, 0.1198], [5.7107, 3.3220, -0.8671], [4.7354, 2.6958, -1.6292], [1.9786, 4.1082, -0.2563], [3.7325, 5.2184, 1.1194], [6.1174, 4.7126, 0.7150], [6.7535, 3.0961, -1.0452], [4.9872, 1.9754, -2.3965], [-1.2188, 1.8860, -4.1416], [-2.1404, 2.6284, -4.7798], [-1.7232, 3.6507, -5.6072], [-2.6847, 4.4077, -6.2607], [-4.0337, 4.1393, -6.0744], [-4.4245, 3.1060, -5.2331], [-3.4739, 2.3366, -4.5793], [-0.6664, 3.8443, -5.7310], [-2.3772, 5.2104, -6.9175], [-4.7792, 4.7353, -6.5838], [-5.4752, 2.8972, -5.0827], [-3.7483, 1.5218, -3.9226], [-2.1493, -3.4822, 8.6083], [-1.7964, -2.4300, 7.8290], [-1.1707, -1.3515, 8.4180], [-0.8069, -0.2785, 7.6146], [-1.0826, -0.3008, 6.2558], [-1.7138, -1.3974, 5.6840], [-2.0727, -2.4774, 6.4773], [-0.9743, -1.3574, 9.4820], [-0.3084, 0.5753, 8.0549], [-0.7964, 0.5328, 5.6320], [-1.9171, -1.4116, 4.6190], [-2.5570, -3.3481, 6.0564], [6.4733, -3.6631, -1.8372], [6.2883, -4.8431, -2.4555], [6.9889, -5.9496, -2.0202], [6.7816, -7.1611, -2.6639], [5.8908, -7.2461, -3.7248], [5.1998, -6.1156, -4.1422], [5.3922, -4.8998, -3.5043], [7.6806, -5.8573, -1.1937], [7.3172, -8.0411, -2.3334], [5.7334, -8.1929, -4.2241], [4.5047, -6.1785, -4.9685], [4.8570, -4.0071, -3.8034], [-3.1878, 8.9045, 1.5932], [-3.5228, 7.6627, 2.0131], [-4.8275, 7.4169, 2.3871], [-5.1660, 6.1401, 2.8138], [-4.2051, 5.1402, 2.8678], [-2.8993, 5.4158, 2.4877], [-2.5493, 6.6860, 2.0520], [-5.5586, 8.2130, 2.3426], [-6.1858, 5.9262, 3.1051], [-4.4710, 4.1476, 3.2006], [-2.1506, 4.6360, 2.5299], [-1.5393, 6.9205, 1.7438]], "forces_ev_per_angstrom": [[0.35, 0.40, 0.41], [0.09, -0.90, -0.16], [-0.35, 0.34, 0.46], [0.28, 0.33, -0.71], [0.18, -0.22, -0.10], [-0.09, 0.16, -0.23], [-0.15, -0.53, 0.81], [-0.49, 1.26, -0.44], [0.76, -0.94, -0.24], [-0.88, 0.69, 0.09], [-0.37, -0.06, 0.02], [0.76, -0.05, -0.45], [-0.18, 0.13, 0.12], [0.71, -0.68, -0.28], [-0.32, 0.70, 0.60], [-0.72, 0.03, 0.08], [-0.38, -0.09, 0.48], [1.10, -0.02, -0.30], [0.19, -0.83, 0.03], [-0.31, 0.12, 0.36], [0.72, -0.26, 0.18], [-0.43, -0.13, 0.08], [-0.08, -0.12, -0.08], [-0.15, -0.16, -0.28], [-0.01, -0.09, 0.10], [-0.07, 0.25, -0.08], [-0.09, 0.25, -0.06], [0.19, 0.08, 0.12], [0.14, -0.01, 0.18], [0.05, -0.02, -0.24], [0.04, 0.11, -0.39], [-0.19, 0.12, 0.32], [-0.08, 0.04, 0.16], [-0.25, -0.17, 0.03], [0.07, -0.09, -0.23], [-0.28, 0.10, -0.07], [-0.26, 0.08, -0.15], [0.21, 0.02, -0.15], [0.19, 0.06, 0.10], [0.05, 0.04, 0.15], [-0.01, 0.01, 0.00], [0.10, 0.03, 0.04], [-0.12, 0.01, 0.07], [0.04, -0.06, 0.01], [-0.03, 0.14, 0.08], [0.01, 0.13, 0.04], [-0.05, -0.06, -0.15], [0.00, -0.04, -0.01], [-0.02, 0.01, 0.00], [0.01, 0.03, -0.01], [-0.02, -0.14, 0.00], [0.04, -0.04, 0.02], [-0.06, 0.12, -0.07], [0.09, -0.02, 0.06], [-0.12, 0.06, 0.04], [0.06, -0.03, -0.04], [0.02, 0.02, 0.02], [-0.05, 0.04, 0.04], [0.08, -0.08, -0.09], [-0.01, -0.05, 0.00], [-0.02, 0.01, 0.01], [0.01, 0.00, 0.01], [0.01, -0.02, 0.00], [-0.03, -0.01, 0.00], [0.08, 0.12, -0.06], [-0.12, 0.01, 0.01], [0.12, 0.04, -0.04], [-0.06, -0.04, 0.03], [-0.02, 0.02, -0.02], [0.06, 0.04, -0.04], [-0.11, -0.09, 0.07], [0.01, -0.03, 0.01], [0.02, 0.01, 0.00], [-0.01, 0.00, 0.00], [-0.01, -0.01, 0.00], [0.05, 0.00, 0.02], [0.00, 0.00, 0.01], [0.03, 0.07, -0.08], [0.03, 0.01, 0.14], [-0.07, -0.06, -0.06], [0.06, 0.02, 0.00], [-0.04, 0.03, -0.06], [-0.06, -0.07, -0.01], [0.00, -0.03, 0.00], [0.01, 0.01, 0.02], [0.04, -0.01, -0.03], [0.10, -0.04, -0.03], [0.00, -0.01, 0.01], [0.21, -0.08, -0.04], [-0.13, -0.07, -0.13], [0.09, 0.01, 0.10], [-0.05, 0.01, -0.06], [0.00, -0.04, -0.01], [0.06, -0.04, 0.05], [-0.10, 0.12, -0.08], [-0.01, 0.02, 0.01], [0.02, -0.01, 0.01], [0.00, -0.01, 0.00], [-0.03, 0.02, 0.00], [-0.01, 0.03, 0.01], [0.00, 0.00, 0.00], [-0.02, -0.08, 0.02], [-0.11, 0.08, 0.01], [0.09, 0.00, -0.01], [-0.05, -0.02, -0.02], [-0.04, 0.03, 0.01], [0.12, 0.01, -0.02], [0.02, 0.01, -0.02], [-0.02, 0.01, 0.00], [0.01, -0.03, -0.02], [0.00, -0.02, -0.02], [-0.01, 0.02, 0.00]], "lowdin_charge": [-0.053, -0.254, -0.196, 0.470, -0.274, -0.212, -0.047, -0.567, 0.260, -0.397, -0.317, -0.007, 0.096, 0.261, -0.445, -0.618, -0.037, -0.024, 0.298, -0.210, -0.249, -0.056, 0.067, 0.074, 0.080, 0.108, 0.124, 0.089, 0.056, 0.106, 0.113, 0.071, 0.074, 0.059, 0.102, 0.115, 0.100, 0.070, 0.051, 0.076, 0.044, -0.275, -0.037, -0.112, -0.114, -0.059, 0.022, 0.112, 0.105, 0.097, 0.101, 0.114, 0.063, -0.281, -0.010, -0.088, -0.105, -0.087, -0.010, 0.119, 0.101, 0.096, 0.102, 0.123, 0.078, -0.265, -0.012, -0.091, -0.106, -0.084, 0.001, 0.118, 0.101, 0.096, 0.102, 0.119, 0.035, -0.293, -0.036, -0.090, -0.089, -0.051, -0.010, 0.109, 0.099, 0.090, 0.094, 0.117, 0.054, -0.276, -0.022, -0.098, -0.107, -0.078, 0.003, 0.114, 0.098, 0.095, 0.105, 0.113, 0.043, -0.292, -0.027, -0.080, -0.079, -0.069, -0.018, 0.113, 0.103, 0.077, 0.105, 0.115], "multiplicity": 1, "homo_ev": -5.2, "homo_lumo_gap_ha": 0.268, "lumo_ev": 2.078, "charge": -1}